ORCA calculation (the ωB97M-V functional and the def2-TZVPD basis) on the molecule C11H21BN2O4 at a distorted geometry.

SMILES string	CC(C)C(=O)N(C)CC(=O)N1CCC[C@H]1B(O)O
ΔE to the lowest compared entry with this formula, charge and spin	39.6	kJ/mol
largest force on an atom	2.9	eV/A
gap between HOMO and LUMO	0.3597	hartree
lowest unoccupied orbital energy	0.0178	Ha
E_HOMO	-9.304	eV
multiplicity	1

Element x y z (Å)
H1 -1.67 0.60 -3.91
H2 1.42 1.75 1.40
H3 -0.53 -1.59 1.27
H4 0.59 -1.46 3.90
H5 -1.73 2.19 0.17
C1 0.35 -0.70 3.14
C2 -1.62 1.16 -1.75
C3 1.47 0.37 3.15
H6 -3.17 1.11 -3.27
O1 -3.26 -0.33 -1.13
H7 0.65 -2.18 -1.16
H8 0.38 -1.02 -2.43
C4 -1.85 -2.59 -1.07
H9 -1.89 2.33 -3.55
H10 -2.77 -2.51 -0.49
N1 1.04 -0.21 0.82
C5 1.79 0.76 1.67
H11 3.13 0.57 -0.46
H12 -1.92 3.20 -1.33
C6 -2.10 1.32 -3.20
H13 5.16 0.44 1.84
B1 3.40 0.67 1.41
H14 -3.22 2.17 -0.72
H15 -0.63 -0.24 3.32
H16 2.40 -0.04 3.60
O2 3.91 0.49 0.15
H17 -1.19 -3.28 -0.58
C7 -2.05 -0.19 -1.29
O3 4.37 0.68 2.39
N2 -1.19 -1.28 -1.16
H18 -2.07 -2.98 -2.07
C8 -2.13 2.26 -0.84
H19 -0.53 1.22 -1.79
H20 1.18 1.24 3.77
C9 0.97 -0.14 -0.57
C10 0.25 -1.19 -1.36
C11 0.45 -1.25 1.69
O4 1.52 0.76 -1.16
H21 1.09 -2.13 1.59

=====

ORCA calculation (the ωB97M-V functional and the def2-TZVPD basis) on a structure of composition C11H21Br3FO2S at a distorted geometry.

net charge	+1
largest force on an atom	1.2	eV/A
gap between HOMO and LUMO	0.3435	hartree
lowest unoccupied orbital energy	-0.1186	Ha
E_HOMO	-12.576	eV
multiplicity	1

Element x y z (Å)
H1 -2.96 3.08 -0.32
F1 -0.77 -2.63 2.08
Br1 3.29 0.78 -3.26
H2 0.38 -1.11 -2.14
H3 1.94 -1.08 3.57
H4 -1.98 -0.92 -2.57
C1 -3.01 2.74 0.70
H5 3.26 2.54 -5.00
H6 -0.29 0.92 0.00
Br2 0.85 2.01 -4.87
H7 -2.32 3.32 1.31
C2 -0.21 -0.79 -1.28
H8 0.69 1.12 -1.43
H9 0.77 -3.97 3.40
H10 2.47 0.81 -0.06
H11 -2.02 -1.09 0.34
C3 1.68 0.14 0.26
H12 -1.67 0.66 -1.89
H13 -3.33 -1.40 -0.75
O1 -3.29 0.50 -0.07
C4 -2.65 1.29 0.82
Br3 2.63 3.88 -3.02
C5 1.38 0.51 1.72
C6 1.37 -3.54 2.60
S1 0.84 -0.81 2.85
C7 0.45 0.43 -0.63
H14 -4.01 2.90 1.10
H15 2.28 0.94 2.17
H16 2.07 -0.86 0.12
C8 -2.58 -0.66 -0.48
H17 0.61 1.27 1.79
H18 2.30 -3.18 3.03
H19 -0.29 -1.63 -0.60
O2 -1.85 0.87 1.64
C9 2.60 2.34 -4.16
H20 0.83 -2.31 0.92
H21 1.59 -4.28 1.84
C10 -1.65 -0.41 -1.68
C11 0.58 -2.39 1.97